# C14H41N3O5

5 unconnected molecules or ions with the total composition C14H41N3O5 in a non-equilibrium geometry (the ωB97M-V functional and the def2-TZVPD basis, OMol25).

* 2S+1: 2
* E: -29878.2134 eV
* HOMO (alpha / beta): -0.4104 / -0.4104 hartree
* LUMO (alpha / beta): -2.55 / -8.36 eV
* charge: +1
* orbital gap (alpha / beta): 8.6 / 2.8 eV

Bonds (Å) are listed after each position.
Geometry (Å):
1 C 0.0169 -0.2931 -0.5145  O2 1.444, H3 1.090, H4 1.090, H5 1.090
2 O 0.7722 -0.2174 0.7141  C1 1.444, H6 0.960
3 H -1.0590 -0.4387 -0.4177  C1 1.090
4 H 0.1520 0.6119 -1.1068  C1 1.090
5 H 0.4538 -1.0877 -1.1194  C1 1.090
6 H 1.6672 -0.5362 0.5761  O2 0.960
7 C -1.7568 -3.2496 -0.7918  O8 1.417, H9 1.090, H10 1.090, H11 1.090
8 O -1.0408 -3.6306 -1.9543  C7 1.417, H12 0.960
9 H -1.0760 -3.0693 0.0401  C7 1.090
10 H -2.4069 -2.3890 -0.9494  C7 1.090
11 H -2.3791 -3.9922 -0.2923  C7 1.090
12 H -0.3258 -4.2216 -1.7071  O8 0.960
13 C -5.6377 2.6031 -4.2101  C14 1.546, H19 1.090, H20 1.090, H21 1.090
14 C -4.9840 1.7060 -3.1343  C13 1.546, C15 1.591, N18 1.424, H22 1.090
15 C -3.5172 2.1976 -2.7608  C14 1.591, O16 1.408, H23 1.090, H24 1.090
16 O -2.5985 2.1143 -3.8250  C15 1.408, C17 1.452
17 C -1.2210 2.4319 -3.4930  O16 1.452, H25 1.090, H26 1.090, H27 1.090
18 N -5.8610 1.6830 -2.0127  C14 1.424, H28 1.010, H29 1.010
19 H -5.3931 2.3640 -5.2450  C13 1.090
20 H -5.2820 3.6321 -4.1578  C13 1.090
21 H -6.7246 2.5213 -4.1973  C13 1.090
22 H -4.8604 0.7372 -3.6182  C14 1.090
23 H -3.0628 1.5740 -1.9909  C15 1.090
24 H -3.6200 3.2322 -2.4335  C15 1.090
25 H -0.8449 1.5332 -3.0041  C17 1.090
26 H -1.0656 3.3097 -2.8657  C17 1.090
27 H -0.6179 2.5682 -4.3907  C17 1.090
28 H -5.2046 1.4155 -1.2931  N18 1.010
29 H -6.5161 0.9153 -2.0527  N18 1.010
30 C -1.3382 2.3190 3.9056  C31 1.507, H36 1.090, H37 1.090, H38 1.090
31 C -0.0014 1.6663 4.1432  C30 1.507, C32 1.560, N35 1.427, H39 1.090
32 C -0.0959 0.2129 4.7015  C31 1.560, O33 1.457, H40 1.090, H41 1.090
33 O 1.2235 -0.2087 5.1545  C32 1.457, C34 1.406
34 C 1.2427 -1.4355 5.8409  O33 1.406, H42 1.090, H43 1.090, H44 1.090
35 N 0.7521 1.7987 2.9385  C31 1.427, H45 1.010, H46 1.010
36 H -1.9903 2.3388 4.7788  C30 1.090
37 H -1.8806 1.7449 3.1544  C30 1.090
38 H -1.2861 3.3665 3.6086  C30 1.090
39 H 0.5162 2.2667 4.8913  C31 1.090
40 H -0.4691 -0.5058 3.9718  C32 1.090
41 H -0.8075 0.2200 5.5272  C32 1.090
42 H 0.8196 -1.3597 6.8425  C34 1.090
43 H 2.3013 -1.6859 5.9101  C34 1.090
44 H 0.6675 -2.2223 5.3529  C34 1.090
45 H 1.7164 1.5041 2.9971  N35 1.010
46 H 0.2653 1.1859 2.3000  N35 1.010
47 C 3.4249 -2.0773 -2.2843  C48 1.527, H53 1.090, H54 1.090, H55 1.090
48 C 4.3628 -0.9633 -1.8252  C47 1.527, C49 1.522, N52 1.479, H56 1.090
49 C 4.7299 -1.1075 -0.3556  C48 1.522, O50 1.452, H57 1.090, H58 1.090
50 O 3.5853 -1.0185 0.5333  C49 1.452, C51 1.463
51 C 3.8838 -1.6068 1.8388  O50 1.463, H59 1.090, H60 1.090, H61 1.090
52 N 5.5263 -0.9195 -2.7367  C48 1.479, H62 1.010, H63 1.010
53 H 3.7851 -3.0734 -2.0271  C47 1.090
54 H 3.2286 -2.0957 -3.3563  C47 1.090
55 H 2.4484 -1.9107 -1.8296  C47 1.090
56 H 3.7256 -0.0861 -1.9376  C48 1.090
57 H 5.3898 -0.3019 -0.0337  C49 1.090
58 H 5.3488 -1.9839 -0.1631  C49 1.090
59 H 4.7369 -1.1653 2.3540  C51 1.090
60 H 3.9085 -2.6876 1.6992  C51 1.090
61 H 3.0015 -1.4545 2.4605  C51 1.090
62 H 6.1266 -1.6936 -2.4907  N52 1.010
63 H 5.1454 -1.0863 -3.6572  N52 1.010

Atom charges from the natural (NBO) analysis, given in e for atoms 1 to 4:
1. C -0.26
2. O -0.81
3. H 0.19
4. H 0.17